1 | Entry from OMol25: 11 unconnected molecules or ions with the total composition C39H106N6O11 (ωB97M-V/def2-TZVPD).

```
162
C39H106N6O11, DFT ωB97M-V/def2-TZVPD
C -1.347 -1.219 -4.009
C -1.656 -0.593 -5.305
C -0.445 -0.560 -6.207
O -0.619 0.154 -7.351
C 0.232 -0.246 -8.383
N -2.831 -1.328 -5.908
H -0.821 -0.544 -3.339
H -0.784 -2.127 -4.142
H -2.333 -1.418 -3.611
H -1.990 0.445 -5.259
H -0.183 -1.624 -6.524
H 0.453 -0.202 -5.649
H 0.190 0.527 -9.183
H 0.000 -1.249 -8.751
H 1.264 -0.294 -8.043
H -2.906 -0.969 -6.835
H -2.507 -2.288 -5.957
C 2.055 3.648 2.854
C 1.122 4.367 3.825
C 0.605 5.626 3.204
O -0.112 5.287 2.030
C -0.593 6.409 1.339
N 0.110 3.368 4.216
H 2.753 4.322 2.371
H 1.492 3.216 2.025
H 2.627 2.836 3.324
H 1.680 4.684 4.722
H 1.389 6.325 2.953
H -0.104 6.180 3.862
H -1.161 5.959 0.534
H 0.246 6.999 0.961
H -1.241 7.033 1.926
H -0.708 3.825 4.563
H -0.194 2.791 3.430
C 1.986 -3.525 3.480
C 0.845 -4.501 3.331
C 0.261 -4.926 4.695
O 1.213 -5.622 5.442
C 0.724 -5.841 6.728
N -0.229 -3.941 2.481
H 2.561 -3.607 2.529
H 2.563 -3.748 4.355
H 1.619 -2.523 3.571
H 1.126 -5.431 2.852
H -0.670 -5.519 4.515
H -0.021 -4.050 5.237
H -0.160 -6.513 6.731
H 0.584 -4.858 7.208
H 1.532 -6.336 7.236
H -0.535 -3.044 2.870
H -1.055 -4.547 2.565
C 4.397 0.495 0.443
C 4.112 -0.901 -0.184
C 5.240 -1.393 -1.090
O 4.891 -2.649 -1.560
C 5.940 -3.282 -2.291
N 3.838 -1.859 0.903
H 5.366 0.650 0.875
H 3.637 0.616 1.271
H 4.210 1.232 -0.348
H 3.246 -0.839 -0.819
H 6.171 -1.404 -0.520
H 5.387 -0.731 -1.952
H 6.858 -3.535 -1.772
H 6.199 -2.682 -3.113
H 5.545 -4.157 -2.790
H 3.739 -2.775 0.549
H 4.673 -1.931 1.511
C 1.702 -1.743 -2.969
C 1.396 -3.222 -2.800
C 1.734 -3.992 -4.105
O 1.050 -3.426 -5.210
C 1.382 -4.069 -6.417
N 1.969 -3.851 -1.619
H 1.420 -1.211 -2.079
H 1.185 -1.283 -3.817
H 2.749 -1.650 -3.240
H 0.294 -3.382 -2.659
H 1.418 -5.068 -4.031
H 2.810 -3.912 -4.322
H 0.872 -3.617 -7.284
H 1.155 -5.153 -6.328
H 2.471 -4.035 -6.608
H 1.516 -3.595 -0.748
H 2.985 -3.687 -1.572
C 0.207 -0.081 2.626
C 0.003 -0.458 1.082
C 0.458 0.795 0.296
O -0.238 1.956 0.591
C 0.084 3.069 -0.303
N 0.556 -1.639 0.508
H 1.272 0.092 2.937
H -0.166 -0.905 3.224
H -0.416 0.806 2.845
H -1.080 -0.451 1.024
H 0.292 0.568 -0.756
H 1.533 0.929 0.440
H -0.573 3.925 -0.085
H -0.168 2.774 -1.331
H 1.126 3.342 -0.159
H 0.003 -2.396 0.872
H 1.544 -1.730 0.696
C -3.498 -1.945 1.279
C -3.584 -2.238 -0.192
C -3.645 -3.752 -0.491
O -4.767 -1.571 -0.724
H -2.520 -2.387 1.666
H -4.252 -2.467 1.897
H -3.517 -0.895 1.516
H -2.704 -1.791 -0.673
H -4.478 -4.228 0.010
H -2.736 -4.179 -0.045
H -3.604 -3.885 -1.573
H -4.914 -1.786 -1.650
C 0.566 1.759 7.692
C 1.372 0.869 6.784
C 0.540 -0.302 6.368
O 1.854 1.631 5.657
H 1.135 2.698 7.845
H 0.413 1.357 8.680
H -0.378 2.063 7.189
H 2.273 0.510 7.282
H -0.179 0.084 5.636
H 0.007 -0.674 7.251
H 1.016 -1.151 5.878
H 1.149 2.243 5.357
C -3.208 1.285 -1.380
C -4.699 1.624 -1.558
C -5.125 0.880 -2.752
O -5.461 1.354 -0.414
H -3.231 0.226 -1.178
H -2.711 1.699 -0.489
H -2.540 1.498 -2.153
H -4.860 2.697 -1.660
H -6.140 1.035 -3.153
H -5.035 -0.174 -2.603
H -4.501 1.230 -3.551
H -5.298 0.428 -0.172
C -3.313 3.076 4.267
C -3.250 4.142 3.149
C -3.819 3.600 1.816
O -3.940 5.330 3.579
H -2.697 3.401 5.094
H -2.864 2.149 3.958
H -4.354 2.804 4.560
H -2.199 4.297 2.977
H -4.849 3.223 1.941
H -3.235 2.751 1.561
H -3.811 4.279 0.965
H -4.454 5.610 2.796
C -0.594 3.546 -4.657
C 0.864 3.664 -5.079
C 1.851 3.755 -3.835
O 1.230 2.525 -5.816
H -0.864 4.392 -4.052
H -0.736 2.676 -4.051
H -1.247 3.493 -5.517
H 0.968 4.573 -5.706
H 1.478 3.029 -3.084
H 1.742 4.758 -3.424
H 2.902 3.541 -4.040
H 0.434 2.278 -6.306
```

* 2S+1: 1
* charge: 0
* orbital gap: 9.31 eV
* LUMO level: 0.593 eV
* SMILES string: COC[C@H](C)N.COC[C@H](C)N.COC[C@H](C)N.COC[C@H](C)N.COC[C@H](C)N.COC[C@H](C)N.CC(C)O.CC(C)O.CC(C)O.CC(C)O.CC(C)O

---

2 | Entry from OMol25: 11 unconnected molecules or ions with the total composition C39H106N6O11 (ωB97M-V/def2-TZVPD).

```
162
C39H106N6O11, DFT ωB97M-V/def2-TZVPD
C -1.760 3.643 -3.573
C -1.855 3.075 -2.121
C -2.007 4.112 -0.984
O -0.820 4.919 -0.895
C -0.823 5.794 0.288
N -2.938 2.122 -2.050
H -1.563 2.834 -4.277
H -1.027 4.439 -3.699
H -2.715 4.125 -3.785
H -1.004 2.421 -1.928
H -2.227 3.649 -0.022
H -2.875 4.744 -1.174
H 0.126 6.327 0.339
H -1.029 5.275 1.224
H -1.667 6.482 0.244
H -2.940 1.394 -2.751
H -3.004 1.620 -1.176
C -1.288 1.024 4.368
C -2.021 2.378 4.031
C -1.074 3.602 4.116
O -1.805 4.845 3.921
C -1.034 6.040 4.083
N -2.587 2.148 2.713
H -0.393 0.754 3.808
H -2.047 0.263 4.188
H -0.943 1.049 5.401
H -2.834 2.594 4.725
H -0.292 3.444 3.374
H -0.659 3.636 5.123
H -0.436 5.986 4.993
H -1.690 6.910 4.116
H -0.425 6.162 3.187
H -3.121 2.988 2.545
H -3.248 1.429 2.456
C 4.257 -3.081 1.006
C 3.879 -3.417 -0.485
C 2.407 -3.846 -0.534
O 1.998 -4.301 -1.837
C 0.696 -4.848 -1.930
N 4.034 -2.144 -1.206
H 5.269 -2.675 1.014
H 4.237 -3.967 1.641
H 3.611 -2.267 1.333
H 4.582 -4.113 -0.941
H 1.779 -3.084 -0.073
H 2.326 -4.766 0.045
H -0.111 -4.119 -1.857
H 0.458 -5.675 -1.261
H 0.617 -5.283 -2.926
H 3.632 -2.345 -2.111
H 3.413 -1.549 -0.677
C -3.984 -7.831 -1.548
C -3.632 -6.893 -0.381
C -3.215 -5.489 -0.779
O -3.055 -4.776 0.471
C -1.658 -4.472 0.847
N -4.852 -6.886 0.393
H -3.952 -8.881 -1.255
H -3.106 -7.621 -2.159
H -4.850 -7.537 -2.142
H -2.882 -7.354 0.261
H -3.966 -4.987 -1.388
H -2.306 -5.501 -1.380
H -1.153 -3.783 0.169
H -1.137 -5.386 1.131
H -1.538 -3.874 1.750
H -4.794 -5.925 0.698
H -5.690 -6.878 -0.170
C 1.737 2.649 -2.859
C 3.063 1.804 -2.984
C 3.968 2.222 -4.124
O 5.110 1.450 -4.438
C 4.997 0.047 -4.351
N 3.828 1.899 -1.703
H 1.918 3.724 -2.853
H 1.193 2.411 -1.945
H 1.010 2.288 -3.587
H 2.804 0.750 -3.088
H 4.305 3.247 -3.969
H 3.356 2.237 -5.026
H 4.074 -0.307 -4.810
H 5.118 -0.315 -3.330
H 5.749 -0.500 -4.921
H 3.942 2.856 -1.402
H 4.773 1.568 -1.834
C -4.338 -1.122 1.435
C -4.433 -0.442 0.085
C -5.523 -1.151 -0.805
O -5.539 -0.521 -2.050
C -6.563 -0.963 -2.888
N -4.804 0.907 0.332
H -5.274 -1.142 1.993
H -3.784 -0.465 2.106
H -3.879 -2.110 1.457
H -3.523 -0.418 -0.515
H -6.505 -1.077 -0.336
H -5.283 -2.211 -0.883
H -7.556 -0.835 -2.457
H -6.388 -2.011 -3.131
H -6.544 -0.249 -3.711
H -5.617 0.943 0.930
H -5.180 1.209 -0.556
C 2.840 4.533 1.083
C 2.923 5.262 -0.247
C 3.117 6.754 -0.057
O 3.965 4.741 -1.071
H 1.897 4.782 1.571
H 3.677 4.809 1.724
H 2.907 3.450 0.981
H 2.048 5.100 -0.875
H 3.954 6.933 0.618
H 2.192 7.205 0.302
H 3.253 7.278 -1.003
H 4.787 4.991 -0.641
C 4.793 0.305 1.491
C 5.510 1.618 1.299
C 5.363 2.570 2.446
O 6.816 1.339 1.004
H 4.938 -0.209 2.441
H 4.907 -0.386 0.656
H 3.721 0.503 1.509
H 5.083 2.242 0.514
H 4.343 2.436 2.805
H 5.657 3.600 2.239
H 6.010 2.230 3.255
H 7.200 0.876 1.751
C -1.863 -1.448 -2.215
C -2.570 -1.472 -3.595
C -3.226 -2.812 -3.926
O -3.430 -0.383 -3.717
H -2.455 -1.895 -1.417
H -1.638 -0.427 -1.905
H -0.917 -1.978 -2.325
H -1.783 -1.217 -4.305
H -4.056 -3.095 -3.278
H -2.524 -3.643 -3.848
H -3.670 -2.730 -4.918
H -4.169 -0.569 -3.133
C -0.055 -0.644 0.945
C 0.580 0.443 0.030
C 0.744 1.742 0.813
O 1.846 0.022 -0.452
H -0.079 -1.599 0.419
H -1.008 -0.317 1.360
H 0.599 -0.840 1.795
H -0.039 0.604 -0.853
H 1.164 2.492 0.143
H 1.454 1.647 1.636
H -0.250 2.011 1.170
H 2.363 0.749 -0.807
C 0.279 -3.804 4.166
C 1.785 -3.684 3.876
C 2.193 -2.211 4.284
O 2.457 -4.598 4.755
H 0.123 -3.921 5.239
H -0.198 -4.626 3.634
H -0.215 -2.882 3.859
H 2.132 -3.919 2.869
H 3.278 -2.115 4.243
H 1.880 -1.918 5.286
H 1.727 -1.506 3.595
H 2.143 -5.461 4.478
```

* 2S+1: 1
* charge: 0
* orbital gap: 8.93 eV
* LUMO level: 0.470 eV
* SMILES string: COC[C@H](C)N.COC[C@H](C)N.COC[C@H](C)N.COC[C@H](C)N.COC[C@H](C)N.COC[C@H](C)N.CC(C)O.CC(C)O.CC(C)O.CC(C)O.CC(C)O

---

1 is the most stable structure; the next one sits 138.5 kJ/mol above it.

---

1 | Entry from OMol25: a single C2H4I2N2O molecule (ωB97M-V/def2-TZVPD).

```
11
C2H4I2N2O, DFT ωB97M-V/def2-TZVPD
C -0.346 -0.386 -1.028
C -0.008 -0.019 0.433
N 1.252 0.431 0.612
N -0.866 -0.096 1.361
O -1.654 -0.842 -1.382
I 2.655 0.651 -0.774
I -0.507 0.230 3.297
H 0.425 -1.180 -1.297
H -0.073 0.660 -1.668
H 1.500 0.883 1.506
H -2.378 -0.332 -1.059
```

* 2S+1: 1
* charge: 0
* orbital gap: 8.33 eV
* LUMO level: -0.405 eV
* SMILES string: OC/C(=N/I)NI

---

2 | Entry from OMol25: a single C2H4I2N2O molecule (ωB97M-V/def2-TZVPD).

```
11
C2H4I2N2O, DFT ωB97M-V/def2-TZVPD
C -3.110 -0.168 -0.006
C 0.106 -0.182 -0.240
N -0.896 0.057 0.840
N -2.147 0.479 0.671
O -4.151 0.199 -0.419
I -2.805 -2.425 0.014
I -2.215 2.957 0.002
H 0.062 0.449 -1.107
H 1.106 -0.221 0.202
H 0.004 -1.133 -0.663
H -0.348 0.374 1.659
```

* 2S+1: 1
* charge: 0
* orbital gap (spin up / spin down): 6.85 / 6.84 eV
* LUMO level (spin up / spin down): -2.567 / -2.586 eV
* SMILES string: CNN(I)C(=O)I

---

1 is the most stable structure; the next one sits 29.5 kJ/mol above it.

---

1 | Entry from OMol25: 2 unconnected molecules or ions with the total composition H2NO3S (ωB97M-V/def2-TZVPD).

```
7
H2NO3S, DFT ωB97M-V/def2-TZVPD
N -0.516 -0.211 -1.710
O 0.224 -1.134 1.331
O 1.371 1.028 0.811
O -1.070 0.960 1.469
S 0.146 0.259 0.999
H 0.393 0.205 -1.630
H -0.547 -1.106 -1.270
```

* 2S+1: 1
* charge: -1
* orbital gap (spin up / spin down): 6.90 / 8.77 eV
* LUMO level (spin up / spin down): 3.835 / 3.873 eV

---

2 | Entry from OMol25: 2 unconnected molecules or ions with the total composition H2NO3S (ωB97M-V/def2-TZVPD).

```
7
H2NO3S, DFT ωB97M-V/def2-TZVPD
N -1.114 -0.918 -0.058
O 2.297 -0.682 -0.445
O 1.085 1.346 0.200
O -1.684 0.306 -0.569
S 1.382 -0.060 0.499
H -1.202 -0.722 1.005
H -0.765 0.730 -0.632
```

* 2S+1: 1
* charge: -1
* orbital gap (spin up / spin down): 7.67 / 6.40 eV
* LUMO level (spin up / spin down): 3.904 / 3.947 eV

---

1 is the most stable structure; the next one sits 95.7 kJ/mol above it.

---

1 | Entry from OMol25: a single C3H3NO2S molecule (ωB97M-V/def2-TZVPD).

```
10
C3H3NO2S, DFT ωB97M-V/def2-TZVPD
C -1.498 -0.090 0.010
C -1.104 1.148 0.057
C 0.807 -0.056 -0.122
H -3.473 -0.085 0.314
H -1.660 2.052 -0.075
H -0.374 -1.902 -0.038
N -0.379 -0.874 -0.115
O -2.678 -0.694 0.034
O 0.296 1.264 -0.052
S 2.374 -0.282 0.067
```

* 2S+1: 1
* charge: 0
* orbital gap: 8.29 eV
* LUMO level: 0.164 eV
* SMILES string: Oc1coc(=S)[nH]1

---

2 | Entry from OMol25: a single C3H3NO2S molecule (ωB97M-V/def2-TZVPD).

```
10
C3H3NO2S, DFT ωB97M-V/def2-TZVPD
C 2.139 0.578 0.466
C 0.762 0.548 0.151
C -0.890 -1.163 0.234
N 3.232 0.633 0.737
O -2.048 1.184 0.171
O 0.341 -0.778 -0.167
S -2.357 -0.253 0.226
H -0.060 0.941 0.877
H 0.808 1.263 -0.744
H -1.001 -2.269 0.289
```

* 2S+1: 1
* charge: 0
* orbital gap (spin up / spin down): 8.65 / 8.65 eV
* LUMO level (spin up / spin down): -0.684 / -0.684 eV

---

1 is the most stable structure; the next one sits 188.0 kJ/mol above it.